(1)
Entry from OMol25: a cluster of 2 separate species, C2H8NS in total in a non-equilibrium geometry (wB97M-V/def2-TZVPD).

Each line ends with the Löwdin charge.
Atoms and positions in Å:
C 0.0819 -0.8790 -0.2835  -0.465
C 0.9620 0.2894 -0.2135  0.075
S 1.0331 -2.2185 0.7642  0.786
N -1.2190 1.5862 0.1224  0.121
H -0.8314 -0.7567 0.2951  0.075
H 0.0104 -1.3349 -1.2631  0.092
H 1.0609 0.6761 0.7875  0.108
H 1.8309 0.1578 -0.8536  0.132
H 0.1163 -3.1726 0.5384  -0.107
H -1.6883 2.1980 -0.5644  0.081
H -1.1621 2.2130 0.9365  0.079
H -0.1948 1.2412 -0.2660  0.023

Properties
ΔE to the lowest compared entry with this formula, charge and spin	451.0	kJ/mol
LUMO energy	-8.3	eV
F_max	4.35	eV Å⁻¹
total charge	+1
orbital gap	6.0	eV
highest occupied orbital energy	-14.32	eV

=====

(2)
Entry from OMol25: a structure of composition C4H9NO3 in a non-equilibrium geometry (wB97M-V/def2-TZVPD).

Each line ends with the Löwdin charge.
Atoms and positions in Å:
C -1.2132 0.9780 -0.9511  -0.100
C -0.8930 -0.3335 1.5682  -0.209
O -0.3924 0.8668 0.1995  -0.218
N -1.7645 -1.2005 1.3956  0.116
H -1.6178 -1.8999 0.6769  0.065
H -0.9019 0.3786 2.3818  0.131
H -0.7062 1.6060 -1.6866  0.093
H -1.4357 0.0029 -1.3964  0.082
H -2.1502 1.4648 -0.6782  0.093
C 1.4111 -0.4193 -1.1671  0.009
C 1.2115 0.3931 0.0803  -0.493
O 0.7350 -0.7805 1.3788  -0.049
O 1.9826 1.1781 0.5421  0.095
H 1.2823 -0.3983 2.0841  0.106
H 2.3787 -0.9132 -1.0878  0.099
H 1.4331 0.2485 -2.0279  0.097
H 0.6406 -1.1716 -1.3121  0.084

Properties
ΔE to the lowest compared entry with this formula, charge and spin	426.9	kJ/mol
LUMO energy	0.8	eV
F_max	1.85	eV Å⁻¹
total charge	0
orbital gap	10.5	eV
highest occupied orbital energy	-9.75	eV

=====

(3)
Entry from OMol25: a structure of composition C3H5BClFLaO7S in a non-equilibrium geometry (wB97M-V/def2-TZVPD).

Each line ends with the Löwdin charge.
Atoms and positions in Å:
C -1.1099 -2.6494 -0.6421  -0.066
O -0.0208 -2.1808 -1.5128  0.022
B 0.7369 -1.0611 -0.9054  -0.319
O 2.1718 -0.9403 -1.3465  0.093
C 0.1466 0.0604 0.1422  -0.145
F -0.3914 -0.4002 1.4728  -0.393
O -1.0415 0.6188 -0.5538  -0.106
S -1.0947 2.3265 -0.3050  0.905
O -0.9046 3.2146 -1.5576  -0.180
O -2.4925 2.6959 0.2460  -0.218
O 0.0481 2.3588 0.9594  -0.242
C 1.0826 1.3304 0.6065  -0.637
O 1.7211 1.0589 1.9374  -0.062
Cl 2.0867 2.2534 -0.6519  0.900
H -2.0026 -1.8626 -0.5648  0.138
H -0.7492 -3.0077 0.4325  0.078
H -1.5779 -3.6238 -1.1480  0.170
H 2.0772 -0.8834 -2.3623  0.180
H 1.3449 1.7754 2.5568  0.163
La -0.0307 -1.0837 3.1967  2.719

Properties
ΔE to the lowest compared entry with this formula, charge and spin	493.1	kJ/mol
LUMO energy	-15.4	eV
F_max	11.14	eV Å⁻¹
total charge	+3
orbital gap	5.2	eV
highest occupied orbital energy	-20.60	eV